C44H42Br2N2O3 | the ωB97M-V functional and the def2-TZVPD basis

The geometry in ORCA input format:
```
! wB97M-V def2-TZVPD RIJCOSX def2/J DEFGRID3
* xyz 0 1
Br -3.99 4.10 5.05
Br -3.17 -1.13 7.31
O 1.67 0.44 -0.76
O 4.39 0.76 4.77
O -3.99 1.81 7.11
N -0.37 -0.53 -3.30
N -0.11 1.55 -2.65
C 2.18 -1.98 -3.01
C -2.63 1.95 3.76
C -2.30 -0.30 4.72
C -1.27 -1.65 -0.24
C 0.49 0.84 3.49
C -0.33 -1.95 -3.45
C -1.94 0.69 3.74
C 2.80 1.54 3.18
C -3.45 -1.93 -1.29
C -0.15 3.10 -0.76
C 2.26 2.80 -3.72
C 1.59 3.26 -2.47
C -0.62 0.31 -4.39
C -2.20 -3.88 -0.59
C -3.32 -3.33 -1.21
C -0.78 0.58 2.90
C -0.49 1.58 -3.98
C -1.44 -2.59 -4.04
C -1.24 -3.05 -0.02
C 2.19 4.29 -1.72
C 1.66 4.69 -0.49
C -0.26 -6.22 -4.00
C 0.84 -4.05 -3.37
C 0.76 0.64 4.88
C -3.01 0.05 5.83
C -1.41 -3.98 -4.18
C 0.49 4.10 -0.03
C -0.28 -4.73 -3.84
C 3.09 1.06 4.49
C -0.09 -0.88 0.12
C 0.43 2.67 -1.96
C 2.03 0.81 5.40
C -3.51 1.43 6.05
C -1.42 2.47 -0.28
C 2.36 5.73 0.34
C 0.87 -2.66 -3.25
C 0.81 -1.35 1.19
C 0.52 -0.05 -0.93
C 4.66 -0.17 5.84
C -2.42 -1.10 -0.85
C -3.36 2.33 4.86
C -0.17 0.26 -2.20
C 1.53 1.41 2.70
C -2.67 -1.86 -4.46
H 5.68 -0.51 5.65
H -0.04 0.37 5.57
H 2.41 -1.23 -3.77
H 1.63 2.90 -4.61
H 3.97 -1.04 5.82
H 0.05 4.42 0.92
H 2.24 0.66 6.45
H -2.50 -1.22 -5.33
H 2.62 1.76 -3.66
H 3.04 6.33 -0.28
H -3.43 -2.60 -4.75
H -1.25 1.44 0.06
H 1.32 -2.30 0.93
H 1.59 -0.61 1.41
H -0.39 -3.47 0.52
H 3.62 1.90 2.56
H -3.11 -1.25 -3.66
H 1.30 1.70 1.66
H -0.55 2.50 -4.53
H -2.28 -4.49 -4.59
H -2.21 2.46 -1.04
H 2.97 5.25 1.13
H 2.97 -2.75 -3.05
H 2.24 -1.49 -2.03
H -0.86 0.65 1.83
H -1.25 -6.59 -4.28
H -2.51 -0.02 -0.94
H -1.80 3.03 0.59
H 3.15 3.43 -3.87
H -2.08 -4.96 -0.51
H -1.91 -1.31 4.61
H -4.36 -1.50 -1.70
H 3.09 4.76 -2.11
H -4.09 -3.98 -1.65
H -2.47 2.64 2.94
H 1.75 -4.61 -3.13
H 0.23 -1.54 2.10
H -0.79 -0.08 -5.38
H 0.45 -6.53 -4.78
H 0.05 -6.71 -3.07
H 1.64 6.39 0.83
H 4.60 0.33 6.81
*
```

For the maximum force, the calculation gives 0.100 Eh/bohr. The value obtained for the HOMO-LUMO gap is 4.866 eV. Its molecular weight is 806.64 g/mol.